62
Properties=species:S:1:pos:R:3:nbo_charge:R:1 method="wB97M-V/def2-TZVPD" e_homo_ev=-3.93 charge=-1 relative_energy_kj_mol=10.73 fmax_ha_per_bohr=0.074
Sn 1.0907 1.9042 -1.0531 1.037
C -0.1840 1.3720 2.0064 -0.420
N -0.9169 1.5235 0.7344 -0.513
C -1.4735 0.2124 0.3752 -0.219
C -1.7674 0.0186 -1.1275 -0.243
N -0.5319 -0.1738 -1.9589 -0.524
C 0.1561 -1.4872 -1.8376 -0.033
C -0.8348 0.0568 -3.3634 0.197
C -2.0152 -0.3362 -3.9623 -0.245
C -2.1603 -0.4064 -5.3700 -0.253
C -1.1525 0.0583 -6.1660 -0.220
C -0.0115 0.5984 -5.6082 -0.219
C 0.1671 0.5965 -4.2028 -0.208
S 1.6354 1.2681 -3.6202 -0.384
C -1.7820 2.6575 0.7357 0.100
C -2.4722 3.0129 1.9032 -0.216
C -3.2720 4.1314 1.9693 -0.247
C -3.2365 5.0766 0.9786 -0.234
C -2.4837 4.7984 -0.1569 -0.168
C -1.7782 3.5988 -0.3089 -0.187
S -0.9548 3.3495 -1.8158 -0.398
H -0.8315 0.9613 2.7962 0.165
H 0.2030 2.3236 2.3322 0.228
H 0.6712 0.7094 1.8543 0.233
H -2.4439 0.0298 0.8972 0.182
H -0.7718 -0.5521 0.7579 0.226
H -2.2923 0.9062 -1.5196 0.240
H -2.4255 -0.8675 -1.2429 0.184
H -0.5307 -2.3452 -1.9200 0.201
H 1.4214 -0.8723 -0.1622 0.383
H 0.9119 -1.5368 -2.6234 0.214
H -2.8522 -0.6560 -3.3467 0.205
H -3.0659 -0.8468 -5.8227 0.204
H -1.2553 0.0134 -7.2542 0.201
H 0.7702 1.0593 -6.2466 0.219
H -2.4040 2.3125 2.7324 0.206
H -3.8710 4.2535 2.8902 0.202
H -3.7486 6.0226 1.0905 0.207
H -2.3904 5.5324 -0.9448 0.209
Se 2.9480 4.1804 -0.8278 -0.339
Sb 4.2826 3.2498 1.3060 0.792
Se 1.4090 5.0561 0.8820 0.009
Se 3.4403 0.8242 1.2536 -0.836
Se 2.4972 4.4023 2.8563 -0.362
N 0.9571 -1.7055 -0.5626 -0.640
C 0.8461 -2.8365 0.1256 0.136
N 1.4553 -3.3222 1.1812 -0.449
C 0.9781 -4.5991 1.8043 -0.197
C 0.9353 -4.5034 3.3460 -0.411
C 2.1419 -3.7008 3.9360 -0.397
C 3.2627 -3.4814 2.9317 -0.414
C 2.8068 -2.8890 1.5915 -0.242
H 1.6469 -5.4148 1.4726 0.169
H 0.0109 -4.8371 1.3603 0.231
H 0.9580 -5.5428 3.6904 0.198
H -0.0034 -4.0318 3.6434 0.206
H 2.5202 -4.2146 4.8429 0.203
H 1.7524 -2.7347 4.2508 0.206
H 3.7527 -4.4205 2.7009 0.190
H 4.0035 -2.8091 3.3481 0.224
H 3.5008 -3.1620 0.8083 0.191
H 2.7809 -1.7854 1.6398 0.221


20
Properties=species:S:1:pos:R:3:lowdin_spin:R:1 method="wB97M-V/def2-TZVPD" e_homo_ev="-3.61 / -8.88" relative_energy_kj_mol=217.79 multiplicity=2 fmax_ha_per_bohr=0.137
C 0.5375 0.7657 1.6634 0.005
C -0.8504 0.3028 2.2905 0.001
C -2.0128 1.0425 2.3166 0.005
H 1.0428 -0.1327 1.2941 0.003
H 0.2602 1.3950 0.7850 0.003
H 1.1560 1.3463 2.3786 0.000
H -0.8300 -0.7270 2.6084 0.002
H -2.8545 0.6319 2.8716 0.000
H -2.1583 2.0075 1.8161 0.000
C 1.8475 -1.5737 -1.4106 0.034
N 0.7589 -0.9103 -2.0634 0.191
C -0.1810 -0.2429 -1.4454 0.455
N -1.0253 0.6299 -1.8865 0.203
H 2.5834 -0.9088 -0.9708 0.011
H 2.3156 -2.2642 -2.1112 -0.001
H 1.3979 -2.0462 -0.5612 0.010
H 0.8472 -0.7646 -3.0592 0.012
H -0.0732 -0.4334 -0.3792 0.044
H -1.0438 0.8803 -2.8805 0.016
H -1.7177 1.0018 -1.2562 0.005


68
Properties=species:S:1:pos:R:3:lowdin_spin:R:1 method="wB97M-V/def2-TZVPD" e_homo_ev="-1.32 / -0.94" charge=-2 relative_energy_kj_mol=32.91 multiplicity=2 fmax_ha_per_bohr=0.009
Co -0.1091 0.9287 -0.4902 1.186
C -0.7760 2.5749 2.6741 -0.016
Si -0.0683 1.0093 1.8007 -0.065
C -1.0111 -0.3808 2.7481 -0.016
C 1.6906 0.8764 2.5682 -0.001
C 2.0086 0.8376 3.9302 0.000
C 3.3212 0.7329 4.3624 0.000
C 4.3517 0.6682 3.4259 0.000
C 4.0507 0.7088 2.0739 -0.001
C 2.7291 0.8100 1.6265 -0.004
Si 2.1288 0.8708 -0.1927 -0.070
C 3.1242 2.3243 -0.9438 -0.016
C 2.9878 -0.6562 -0.9866 -0.014
H -0.4463 2.6263 3.7182 -0.003
H -1.8711 2.5710 2.6786 0.000
H -0.4477 3.4787 2.1568 0.000
H -0.8087 -0.3359 3.8251 -0.003
H -0.7182 -1.3685 2.3839 0.000
H -2.0936 -0.2917 2.6166 0.000
H 1.2139 0.8882 4.6713 0.000
H 3.5483 0.6992 5.4240 0.000
H 5.3827 0.5847 3.7569 0.000
H 4.8613 0.6590 1.3506 0.000
H 4.1875 2.2612 -0.6842 -0.003
H 2.7292 3.2761 -0.5835 0.000
H 3.0490 2.3396 -2.0345 0.000
H 4.0633 -0.6704 -0.7753 -0.003
H 2.8695 -0.6645 -2.0764 0.000
H 2.5473 -1.5797 -0.6051 0.000
N 0.0383 0.6251 -2.5166 -0.007
C 0.2405 1.7104 -3.4767 0.000
C -0.7765 2.8297 -3.2809 0.000
C -0.4540 3.7412 -2.0695 0.002
O -0.2731 4.9487 -2.3098 0.003
O -0.4423 3.1729 -0.9459 0.017
H 0.7475 -0.0929 -2.6213 0.000
H -0.8415 0.1413 -2.6987 0.000
H 0.1766 1.3288 -4.5067 0.000
H 1.2488 2.1058 -3.3373 0.000
H -1.7635 2.3734 -3.1405 0.000
H -0.8088 3.4485 -4.1800 0.000
C -4.4996 0.2454 -0.3593 0.000
C -4.3277 1.6007 0.3230 0.000
C -2.9966 2.1073 -0.2390 -0.003
O -2.3133 0.9483 -0.7633 -0.003
C -3.0607 -0.2313 -0.4450 -0.001
H -4.9154 0.3675 -1.3633 0.000
H -5.1373 -0.4428 0.1981 0.000
H -4.2579 1.4705 1.4057 0.000
H -5.1469 2.2922 0.1192 0.000
H -2.3623 2.5789 0.5035 -0.002
H -3.1211 2.8152 -1.0585 0.000
H -2.7158 -0.6315 0.5111 -0.001
H -2.8654 -0.9629 -1.2252 0.000
Br 1.5894 -5.6435 2.0921 0.000
C 0.6433 -5.3132 0.4732 0.000
C 0.2897 -6.3879 -0.3283 0.000
C -0.4029 -6.1453 -1.5076 0.000
C -0.7302 -4.8467 -1.8706 0.000
C -0.3672 -3.7798 -1.0576 0.001
C 0.3266 -4.0120 0.1264 0.000
C -0.7289 -2.3313 -1.4555 0.002
O -1.3183 -2.1966 -2.5504 -0.001
O -0.3663 -1.4514 -0.6501 0.021
H 0.5527 -7.3953 -0.0328 0.000
H -0.6849 -6.9772 -2.1427 0.000
H -1.2679 -4.6231 -2.7822 0.000
H 0.5980 -3.1653 0.7433 0.000